Here is a molecular structure, C3H5NO2 in a non-equilibrium geometry from the Open Molecules 2025 dataset. Energies are from ωB97M-V with the def2-TZVPD basis set.

Max |F|: 0.078 hartree/bohr
Molar mass: 87.1 Da
Energy above the lowest of the compared OMol25 structures with the same formula, charge and spin: 2.116 eV
Orbital gap: 10.393 eV

```
11
Properties=species:S:1:pos:R:3:forces:R:3
O 2.72544 -0.01520 -0.13407 -0.7 0.6 -0.3
C 1.53328 0.18530 -0.17984 -1.0 -1.4 0.8
N 0.62307 -0.68700 0.58892 0.7 0.3 -0.2
C -0.71423 -0.58790 0.14095 -1.7 0.5 1.1
C -0.88548 0.79826 -0.24978 3.1 1.2 -2.2
O 0.84597 1.09884 -0.83981 -2.1 -0.5 0.6
H 0.99483 -1.60976 0.79229 0.0 0.4 0.0
H -1.09702 -1.36806 -0.52470 0.3 0.3 -0.2
H -1.57366 -0.36074 0.88534 0.9 -1.6 0.4
H -0.79534 1.54950 0.51450 -0.1 0.0 0.3
H -1.65686 0.99675 -0.99382 0.5 0.2 -0.2
```
Forces are in eV/Å.

Here is 3 unconnected molecules or ions with the total composition C3H5NO2 in a non-equilibrium geometry from the Open Molecules 2025 dataset. Energies are from ωB97M-V with the def2-TZVPD basis set.

Max |F|: 0.056 hartree/bohr
Molar mass: 87.1 Da
Energy above the lowest of the compared OMol25 structures with the same formula, charge and spin: 2.626 eV
Orbital gap: 10.447 eV

```
11
Properties=species:S:1:pos:R:3:forces:R:3
O -1.95010 1.01212 1.74493 1.0 -0.6 -0.1
C -1.17426 0.83770 0.88554 -1.5 1.3 -1.0
N -0.72896 0.94203 -0.27660 0.2 0.2 1.1
C 0.60277 0.51973 -0.59939 -1.1 -0.8 -0.2
C 0.97826 -0.57129 0.36516 0.3 1.2 2.4
O 0.41818 -0.58641 1.45714 0.7 -0.7 -1.5
H -1.28841 -1.07715 -0.82593 1.3 -2.5 -0.4
H 0.63207 0.15356 -1.62026 0.1 0.0 -0.2
H 1.30158 1.34014 -0.51128 0.5 0.2 0.1
H 1.90117 -1.13575 0.21947 -0.1 -0.4 -0.3
H -0.84422 -1.79264 -0.92137 -1.5 2.1 0.2
```
Forces are in eV/Å.

Here is a single C3H5NO2 molecule in a non-equilibrium geometry from the Open Molecules 2025 dataset. Energies are from ωB97M-V with the def2-TZVPD basis set.

Max |F|: 0.152 hartree/bohr
2S+1: 3
Molar mass: 87.1 Da
Energy above the lowest of the compared OMol25 structures with the same formula, charge and spin: 0.856 eV
Orbital gap (spin up / spin down): 5.649 / 7.037 eV

```
11
Properties=species:S:1:pos:R:3:forces:R:3
C -0.05994 -0.15255 0.04724 -6.0 1.7 -0.2
C -2.51896 0.38676 0.02175 -1.7 -0.3 -0.8
C 1.31298 0.11725 0.06253 -0.3 1.5 0.0
N -1.19955 0.66657 0.08042 7.8 -0.4 0.4
O 1.94738 1.30230 0.00345 -0.7 -0.8 0.1
O 2.12426 -0.93218 -0.00647 -0.8 -3.5 0.8
H -0.09196 -1.25974 -0.03466 -1.1 0.2 -0.1
H -2.74731 -0.65929 -0.20082 -0.9 0.2 0.1
H -3.18231 1.29335 -0.23552 0.9 -1.9 0.4
H 2.86997 1.04284 0.06708 0.6 0.4 0.0
H 1.54544 -1.80530 0.19501 2.1 2.9 -0.7
```
Forces are in eV/Å.

Here is a single C3H5NO2 molecule in a non-equilibrium geometry from the Open Molecules 2025 dataset. Energies are from ωB97M-V with the def2-TZVPD basis set.

Max |F|: 0.257 hartree/bohr
2S+1: 3
Molar mass: 87.1 Da
Energy above the lowest of the compared OMol25 structures with the same formula, charge and spin: 3.115 eV
Orbital gap (spin up / spin down): 6.243 / 7.312 eV

```
11
Properties=species:S:1:pos:R:3:forces:R:3
C 0.52308 1.51516 0.16905 0.6 -12.5 -0.8
C -0.79387 -0.49251 0.54805 -0.9 3.0 1.6
C 0.43544 0.13125 -0.12271 -1.1 0.2 -0.2
N 0.50448 2.66087 0.34313 -0.4 13.2 1.5
O 1.58428 -0.53480 0.20970 1.3 1.0 0.3
O 0.31308 0.01681 -1.58719 -0.4 -0.5 -0.4
H -0.65375 -1.54064 0.55935 -0.3 -1.1 0.1
H -1.60621 -0.12534 -0.07707 -0.5 -0.7 0.1
H -1.07235 -0.05414 1.62513 1.1 -1.2 -2.3
H 1.38326 -1.44958 0.18085 0.0 -1.6 -0.1
H -0.61742 -0.12707 -1.84828 0.6 0.2 0.3
```
Forces are in eV/Å.

Here is a molecular structure, C3H5NO2S in a non-equilibrium geometry from the Open Molecules 2025 dataset. Energies are from ωB97M-V with the def2-TZVPD basis set.

Max |F|: 0.090 hartree/bohr
Molar mass: 119.1 Da
Energy above the lowest of the compared OMol25 structures with the same formula, charge and spin: 3.528 eV
Orbital gap: 9.620 eV

```
12
Properties=species:S:1:pos:R:3:forces:R:3
C -0.79950 2.63376 -0.95643 0.0 1.6 1.7
C -0.64089 1.27146 -0.38355 -3.7 -1.3 -1.1
C 0.86739 -1.97613 0.74977 0.7 -3.7 2.4
H -1.32130 3.30566 0.18542 2.1 -1.6 -3.8
H -1.79031 2.47495 -1.65227 3.0 1.0 1.3
H 0.41281 2.93076 -1.38426 -4.3 -0.1 1.1
H -0.69208 -1.18062 -0.14065 2.3 0.7 -0.4
H 1.92490 -1.81640 1.36309 -2.5 0.0 -1.7
N 0.39752 -1.05265 -0.10398 -2.1 1.5 0.3
O -1.64071 0.53528 -0.43874 1.3 0.6 0.3
O 0.22453 -3.04128 0.88127 1.9 2.5 0.0
S 0.84067 0.63298 0.14735 1.2 -1.1 -0.1
```
Forces are in eV/Å.

Here is a molecular structure, C3H5NO2S in a non-equilibrium geometry from the Open Molecules 2025 dataset. Energies are from ωB97M-V with the def2-TZVPD basis set.

Max |F|: 0.056 hartree/bohr
Molar mass: 119.1 Da
Energy above the lowest of the compared OMol25 structures with the same formula, charge and spin: 2.556 eV
Orbital gap: 9.666 eV

```
12
Properties=species:S:1:pos:R:3:forces:R:3
C 2.04787 0.80521 -0.18041 -1.0 -1.2 0.1
C 1.37737 -0.59707 0.18499 0.5 0.3 -1.2
C 0.56686 1.10845 -0.43021 0.8 -1.5 -1.0
N 0.02320 -0.03037 -0.14674 1.1 1.0 0.6
O -4.55599 -0.45941 -0.69506 0.1 -0.4 0.0
O -3.77437 -1.83385 1.20871 0.8 -2.3 0.6
S -4.26484 -0.63427 0.69222 -0.9 2.7 -0.5
H 2.49839 1.28859 0.66936 0.0 0.3 0.5
H 2.81138 0.83525 -0.96352 -0.6 0.0 -0.3
H 1.56290 -1.45593 -0.49561 0.2 0.7 0.4
H 1.60610 -0.88270 1.19284 -0.5 -0.3 0.7
H 0.10115 1.85611 -1.03657 -0.5 0.9 0.2
```
Forces are in eV/Å.

Here is a single C3H5NO2S molecule in a non-equilibrium geometry from the Open Molecules 2025 dataset. Energies are from ωB97M-V with the def2-TZVPD basis set.

Max |F|: 0.087 hartree/bohr
Molar mass: 119.1 Da
SMILES: S=C1COCON1
Energy above the lowest of the compared OMol25 structures with the same formula, charge and spin: 4.384 eV
Orbital gap: 8.918 eV

```
12
Properties=species:S:1:pos:R:3:forces:R:3
S 0.50704 -2.64842 1.06896 -0.4 -0.6 -0.3
C 0.06018 -1.28806 0.35560 1.0 1.2 -0.4
C 0.33168 0.10181 1.07673 2.4 -1.4 1.1
O 1.05538 0.96166 0.22509 -2.8 -0.4 -1.9
C -0.07628 1.23580 -0.71610 2.5 3.5 -1.2
O -0.93367 0.18985 -0.86156 -2.5 0.9 -0.3
N -0.25342 -1.02311 -1.03045 -1.3 -1.8 1.2
H -0.47233 0.69539 1.45756 -1.2 -0.4 0.4
H 1.03104 -0.13070 1.89076 -0.5 -0.1 0.0
H -0.67016 2.24239 -0.20596 1.3 -3.1 -1.9
H 0.41909 1.34336 -1.76968 -0.6 0.8 2.0
H -0.99856 -1.67998 -1.49096 2.0 1.4 1.3
```
Forces are in eV/Å.

Here is a single C3H5NO2S2 molecule in a non-equilibrium geometry from the Open Molecules 2025 dataset. Energies are from ωB97M-V with the def2-TZVPD basis set.

Max |F|: 0.070 hartree/bohr
Molar mass: 151.2 Da
SMILES: NS/C(S)=C\C(=O)O
Energy above the lowest of the compared OMol25 structures with the same formula, charge and spin: 1.948 eV
Orbital gap: 9.105 eV

```
13
Properties=species:S:1:pos:R:3:forces:R:3
N -1.44093 0.64649 -0.67636 -2.1 0.8 -2.1
S -0.40818 1.81052 -1.46568 1.4 -1.3 0.7
C 1.06123 1.11891 -0.58894 -1.5 0.2 -0.2
S 2.65103 1.80028 -0.98387 -0.4 0.0 0.1
C 0.85617 0.19499 0.34728 3.6 -0.2 0.6
C -0.30414 -0.34453 1.06122 0.4 -0.6 0.6
O -0.70647 0.16023 2.06349 -0.9 1.1 0.9
O -0.58808 -1.62074 0.78114 1.3 -0.4 -2.0
H -2.06930 0.14829 -1.38062 1.4 0.8 1.0
H -2.06728 1.28514 -0.19253 -0.3 -0.5 0.5
H 2.99283 1.95628 0.30529 0.1 0.1 -0.2
H 1.83486 -0.13754 0.88863 -1.8 0.4 -1.0
H -1.37403 -1.90526 1.20446 -1.2 -0.2 1.1
```
Forces are in eV/Å.

Here is 2 unconnected molecules or ions with the total composition C3H5NO2S2 from the Open Molecules 2025 dataset. Energies are from ωB97M-V with the def2-TZVPD basis set.

Max |F|: 0.019 hartree/bohr
Molar mass: 151.2 Da
SMILES: O=CC(=O)S.NC=S
Energy above the lowest of the compared OMol25 structures with the same formula, charge and spin: 1.505 eV
Orbital gap: 6.865 eV

```
13
Properties=species:S:1:pos:R:3:forces:R:3
O -3.37937 0.93727 -0.28366 0.8 -0.1 0.1
C -2.20723 0.76823 -0.07366 -0.7 0.1 -0.1
C -1.55054 -0.61740 0.07440 -0.2 -0.3 0.0
O -0.36568 -0.67523 0.28374 -0.9 -0.2 0.0
S -2.60584 -2.02085 -0.07774 0.3 0.2 0.0
H -1.47562 1.58966 0.03580 -0.1 0.0 0.0
H -3.70982 -1.28620 -0.28884 0.0 0.0 0.0
N 1.90599 0.36231 0.37023 1.0 0.1 0.1
C 3.07907 0.19264 -0.25113 -0.2 0.2 0.1
S 4.02508 -1.14281 -0.16728 -0.1 0.1 0.0
H 1.54216 -0.37981 0.95106 0.1 0.2 -0.2
H 1.37141 1.21137 0.27665 0.1 -0.2 0.0
H 3.37038 1.06084 -0.84956 0.0 -0.1 0.0
```
Forces are in eV/Å.

Here is 4 unconnected molecules or ions with the total composition C3H5NO2S2 in a non-equilibrium geometry from the Open Molecules 2025 dataset. Energies are from ωB97M-V with the def2-TZVPD basis set.

Max |F|: 0.127 hartree/bohr
Molar mass: 151.2 Da
Energy above the lowest of the compared OMol25 structures with the same formula, charge and spin: 12.589 eV
Orbital gap: 7.751 eV

```
13
Properties=species:S:1:pos:R:3:forces:R:3
C 3.00716 -0.19233 0.60948 -0.4 -1.5 1.7
C 0.01216 0.16202 -0.16894 2.0 -2.2 -0.4
C -1.42706 -0.26728 -0.16945 2.2 -3.1 0.6
H 2.61802 1.46630 0.83952 0.8 -4.6 -0.8
H 2.85516 -1.18991 1.87933 1.4 3.1 -3.3
H 4.38078 -0.58134 -0.41191 -3.5 0.9 2.6
H 1.47052 2.96570 -0.41159 -0.6 -3.9 0.0
H -2.37648 -1.85760 -0.74212 4.2 0.2 1.2
N 0.17907 1.35412 -0.46970 0.7 3.8 0.6
O 1.51643 1.89165 -0.33241 -0.7 2.9 -0.8
O -1.30837 -1.65903 -0.49149 -6.1 2.0 -1.1
S 1.32629 -1.17621 -0.01498 0.3 2.7 0.3
S -2.66501 0.52888 0.45868 -0.2 -0.2 -0.6
```
Forces are in eV/Å.